No. 1
This record from OMol25 describes the molecule C6H10. The level of theory is the ωB97M-V functional and the def2-TZVPD basis.

Computed properties:
Kohn-Sham gap in Eh: 0.3085
E in Ha: -234.48822
Energy relative to the best compared isomer or geometry (same formula, charge and spin) in kcal/mol: 71.72
Lowest unoccupied orbital energy in hartree: 0.0173

Positions of all 16 atoms, in Å:
C -0.952 0.834 0.414
C -1.432 -0.196 -0.622
C -0.524 -1.290 -1.070
C 0.680 -1.374 -0.211
C 1.398 -0.090 0.274
C 0.521 1.166 0.172
H -1.072 0.431 1.429
H -1.567 1.740 0.362
H -1.863 0.278 -1.515
H -2.282 -0.786 -0.236
H 1.399 -2.118 -0.570
H 0.173 -1.864 0.652
H 2.304 0.042 -0.327
H 1.736 -0.233 1.308
H 0.621 1.605 -0.830
H 0.869 1.925 0.884

Atomic forces in eV per Å
0.04 -0.05 0.06
0.08 -0.04 -0.05
0.07 0.22 0.39
-0.03 -0.06 -0.18
0.00 0.07 0.02
0.02 0.04 -0.03
0.04 0.04 -0.13
0.08 -0.16 0.02
0.09 -0.07 0.08
0.01 0.07 -0.08
-0.11 0.12 0.04
0.00 0.01 -0.07
-0.14 -0.02 0.11
-0.08 0.01 -0.14
-0.03 -0.08 0.12
-0.05 -0.10 -0.14

No. 2
This record from OMol25 describes a structure of composition C23H33F2N4SZn. The level of theory is the ωB97M-V functional and the def2-TZVPD basis.

Computed properties:
Kohn-Sham gap in Eh: 0.3118
Total charge: +1
E in Ha: -3492.39384
Lowest unoccupied orbital energy in hartree: -0.1118

Positions of all 64 atoms, in Å:
Zn -1.659 0.804 -1.090
C 5.189 1.218 -1.145
C 4.588 -0.028 -0.472
C 5.146 -1.299 -1.133
C 4.984 -0.029 1.006
C 3.078 0.007 -0.659
C 2.524 0.004 -1.939
C 1.156 0.066 -2.093
N 0.317 0.113 -1.057
C 0.821 0.100 0.183
C 2.187 0.054 0.409
C -0.187 0.126 1.285
C 0.153 -0.053 2.617
C -0.823 -0.052 3.608
C -2.144 0.099 3.187
C -2.418 0.279 1.850
N -1.464 0.310 0.914
C -0.498 -0.207 5.087
C -1.015 1.041 5.825
C 1.006 -0.334 5.336
C -1.201 -1.461 5.628
H 6.263 1.258 -0.956
H 4.738 2.130 -0.748
H 5.038 1.205 -2.227
H 6.232 -1.323 -1.021
H 4.918 -1.338 -2.199
H 4.734 -2.194 -0.662
H 6.072 -0.053 1.083
H 4.597 -0.908 1.528
H 4.637 0.873 1.518
H 3.145 -0.030 -2.824
H 0.703 0.076 -3.076
H 2.561 0.063 1.421
H 1.187 -0.208 2.885
H -2.965 0.076 3.890
H -3.436 0.406 1.502
H -0.589 1.951 5.395
H -0.727 0.994 6.877
H -2.103 1.117 5.779
H 1.549 0.544 4.979
H 1.421 -1.228 4.865
H 1.183 -0.417 6.409
H -2.283 -1.409 5.496
H -0.998 -1.562 6.696
H -0.836 -2.359 5.124
C -4.285 -2.661 -4.375
N -3.979 -1.253 -4.528
C -4.225 -0.559 -5.795
C -3.867 0.897 -5.464
N -3.243 0.765 -4.147
C -3.393 -0.453 -3.634
S -2.919 -0.973 -2.080
H -3.624 -3.270 -4.995
H -5.316 -2.842 -4.677
H -4.162 -2.950 -3.337
H -5.263 -0.680 -6.098
H -3.588 -0.975 -6.577
H -4.750 1.534 -5.407
H -3.174 1.328 -6.182
H -2.915 1.564 -3.618
F -2.705 3.161 -2.466
C -1.548 2.712 -1.793
F -0.544 2.687 -2.775
H -1.286 3.540 -1.137

Atomic forces in eV per Å
-0.18 -0.12 -0.32
-0.03 -0.01 0.01
0.03 -0.01 -0.01
-0.02 0.02 0.03
-0.01 0.03 -0.02
0.02 -0.01 -0.03
-0.01 -0.01 -0.02
-0.03 -0.03 -0.01
0.11 0.12 0.17
-0.03 -0.04 -0.09
0.02 -0.03 0.09
-0.13 0.00 0.02
0.07 -0.03 0.06
0.01 -0.05 -0.01
-0.02 -0.03 0.03
-0.01 0.04 -0.08
0.13 0.01 0.00
-0.01 0.05 0.04
0.01 -0.02 -0.03
-0.02 -0.01 -0.02
0.01 0.00 -0.02
-0.04 -0.02 -0.03
0.04 -0.02 -0.02
0.00 0.01 0.05
-0.04 0.00 -0.01
0.01 0.01 0.03
0.02 0.01 -0.02
-0.03 0.00 0.01
0.02 0.04 -0.01
0.03 -0.05 -0.01
0.01 -0.01 0.05
0.00 0.05 0.02
-0.01 0.00 -0.04
-0.04 0.02 -0.02
0.04 0.03 -0.02
0.02 0.02 -0.01
-0.02 -0.02 0.04
-0.03 -0.02 -0.04
0.04 0.01 -0.01
0.00 -0.04 0.02
0.00 0.05 0.01
0.01 0.00 -0.02
0.05 -0.01 0.02
-0.01 0.00 -0.03
-0.03 0.02 0.02
0.07 0.05 -0.04
-0.14 -0.03 0.06
0.07 -0.03 0.08
0.01 -0.03 0.07
0.13 0.29 -0.11
-0.05 -0.05 -0.11
0.13 0.13 0.19
0.01 0.03 -0.01
-0.01 0.01 0.01
0.00 0.01 0.03
-0.02 -0.01 0.00
0.02 -0.03 -0.01
-0.01 0.01 0.03
0.03 0.02 -0.01
-0.13 -0.08 0.05
0.24 -0.21 -0.01
-0.12 -0.17 -0.16
-0.20 0.08 0.06
0.03 0.03 0.07

No. 3
This record from OMol25 describes a cluster of 2 separate species, C4H8O2 in total. The level of theory is the ωB97M-V functional and the def2-TZVPD basis.

Computed properties:
Kohn-Sham gap in Eh: 0.3304
E in Ha: -307.52803
Energy relative to the best compared isomer or geometry (same formula, charge and spin) in kcal/mol: 115.71
Lowest unoccupied orbital energy in hartree: 0.0254

Positions of all 14 atoms, in Å:
C 0.788 1.756 0.327
C -1.177 -0.080 -0.864
C -1.728 -1.226 -0.099
O 0.633 0.335 0.410
C 1.734 -0.418 0.228
O 1.697 -1.614 0.221
H -0.226 2.146 0.268
H 1.309 2.131 1.213
H 1.331 2.033 -0.582
H -0.476 -0.531 -1.602
H -1.071 -2.088 0.069
H -2.523 -1.553 -0.799
H -2.232 -0.936 0.828
H 2.652 0.180 0.086

Atomic forces in eV per Å
0.05 0.26 -0.01
-0.06 -0.42 -0.02
0.08 0.12 0.12
0.00 -0.21 0.00
0.07 -0.40 -0.03
0.03 0.56 0.02
0.16 -0.01 0.02
-0.07 -0.06 -0.11
-0.07 -0.03 0.13
-0.10 0.09 0.10
-0.10 0.13 -0.08
0.07 0.05 0.00
0.03 -0.03 -0.16
-0.08 -0.06 0.01

No. 4
This record from OMol25 describes a structure of composition C5 in a non-equilibrium geometry. The level of theory is the ωB97M-V functional and the def2-TZVPD basis.

Computed properties:
Kohn-Sham gap (spin up / spin down) in Eh: 0.2616 / 0.2596
E in Ha: -190.01970
Energy relative to the best compared isomer or geometry (same formula, charge and spin) in kcal/mol: 110.90
Lowest unoccupied orbital energy (spin up / spin down) in hartree: -0.1112 / -0.1093

Positions of all 5 atoms, in Å:
C -0.377 -0.923 0.386
C -1.030 -0.036 -0.490
C 0.752 -0.039 0.588
C -0.309 0.933 0.271
C 0.967 0.062 -0.762

Atomic forces in eV per Å
-1.49 -1.82 0.67
1.85 -0.25 -0.87
1.38 0.29 -0.41
-1.26 2.22 1.23
-0.47 -0.45 -0.63

No. 5
This record from OMol25 describes the molecule C7H12 in a non-equilibrium geometry. The level of theory is the ωB97M-V functional and the def2-TZVPD basis.

Computed properties:
Kohn-Sham gap in Eh: 0.3517
E in Ha: -273.84430
Energy relative to the best compared isomer or geometry (same formula, charge and spin) in kcal/mol: 40.32
Lowest unoccupied orbital energy in hartree: 0.0398

Positions of all 19 atoms, in Å:
C -0.266 1.513 1.869
C -0.336 0.784 0.768
C 0.990 0.544 0.084
C 1.224 -0.596 -0.559
C 2.570 -0.812 -1.217
C -1.566 0.489 -0.012
C -2.178 -0.987 -0.058
H -1.013 1.713 2.628
H 0.673 2.008 2.176
H 1.708 1.324 0.284
H 0.551 -1.436 -0.692
H 2.584 -1.761 -1.716
H 2.587 -0.044 -2.029
H 3.427 -0.634 -0.591
H -1.498 0.943 -0.983
H -2.393 0.994 0.531
H -1.559 -1.650 -0.703
H -3.078 -0.959 -0.676
H -2.428 -1.432 0.897

Atomic forces in eV per Å
0.57 0.81 1.43
1.64 0.52 -1.11
-2.21 -0.86 0.72
1.63 0.32 -0.13
-1.02 1.25 -1.23
-2.68 -1.58 2.22
1.18 0.58 -2.13
-0.70 -0.01 -0.61
-0.15 -0.79 -0.25
0.53 -0.11 -0.32
-0.42 0.50 0.30
0.41 -0.57 -0.04
0.41 -0.58 0.39
0.26 -0.18 0.33
0.13 -0.08 -0.57
0.46 0.26 -0.44
-0.03 0.10 0.92
-0.31 0.32 0.33
0.31 0.10 0.19

No. 6
This record from OMol25 describes a structure of composition C5H6O2 in a non-equilibrium geometry. The level of theory is the ωB97M-V functional and the def2-TZVPD basis.

Computed properties:
Kohn-Sham gap (spin up / spin down) in Eh: 0.3199 / 0.2323
E in Ha: -344.36480
Energy relative to the best compared isomer or geometry (same formula, charge and spin) in kcal/mol: 148.79
Lowest unoccupied orbital energy (spin up / spin down) in hartree: 0.0149 / -0.0320

Positions of all 13 atoms, in Å:
O -0.264 -2.208 0.246
C -1.020 -1.166 0.410
C -0.932 0.151 -0.306
O -0.886 1.195 0.677
C 0.522 1.365 0.360
C 1.251 0.107 0.474
C 0.468 0.407 -0.803
H -1.991 -1.430 0.842
H -1.809 0.288 -0.955
H 0.900 2.379 0.425
H 2.338 0.210 0.417
H 0.621 -1.803 0.043
H 0.801 0.504 -1.830

Atomic forces in eV per Å
1.20 -0.36 -0.41
-1.11 0.67 0.38
-0.50 -0.71 -0.15
0.36 0.44 -0.07
-0.34 0.44 0.46
0.48 0.79 -0.59
-0.05 -0.36 -0.07
0.18 0.09 -0.07
0.21 0.09 0.00
0.07 -0.21 0.12
-0.16 -0.27 0.18
-0.38 -0.51 -0.01
0.04 -0.08 0.21

No. 7
This record from OMol25 describes a structure of composition C26H26F5KN4S3. The level of theory is the ωB97M-V functional and the def2-TZVPD basis.

Computed properties:
Kohn-Sham gap in Eh: 0.2226
E in Ha: -3519.24162
Lowest unoccupied orbital energy in hartree: -0.0208

Positions of all 65 atoms, in Å:
K 0.025 0.217 -0.221
S -2.680 -0.287 -1.842
C -3.936 -0.640 -0.834
N -5.180 -0.183 -0.951
C -6.247 -0.687 -0.092
C -6.018 -2.163 0.096
N -4.713 -2.325 0.741
C -4.679 -3.253 1.879
C -5.524 -2.758 3.027
C -6.624 -3.496 3.443
C -7.430 -3.042 4.482
C -7.138 -1.841 5.104
C -6.038 -1.095 4.691
C -5.233 -1.549 3.659
C -3.696 -1.535 0.416
S -2.280 -1.358 1.253
C -5.490 1.017 -1.758
C -5.446 2.221 -0.847
C -6.584 2.634 -0.160
C -6.510 3.666 0.765
C -5.291 4.288 1.010
C -4.153 3.888 0.324
C -4.231 2.863 -0.607
H -7.197 -0.490 -0.588
H -6.252 -0.171 0.873
H -6.055 -2.700 -0.855
H -6.766 -2.582 0.767
H -3.637 -3.384 2.161
H -5.071 -4.210 1.527
H -6.853 -4.437 2.953
H -8.284 -3.629 4.797
H -7.763 -1.483 5.912
H -5.804 -0.158 5.180
H -4.371 -0.972 3.344
H -6.472 0.878 -2.211
H -4.745 1.080 -2.544
H -7.538 2.152 -0.353
H -7.400 3.984 1.294
H -5.228 5.088 1.737
H -3.194 4.353 0.514
H -3.333 2.541 -1.118
N 0.720 -0.738 -2.842
C 0.459 -2.185 -2.855
C 1.221 -2.912 -1.760
N 0.731 -2.545 -0.427
H 0.013 -0.247 -3.378
H 1.606 -0.533 -3.290
H 0.698 -2.650 -3.817
H -0.614 -2.325 -2.697
H 2.279 -2.641 -1.817
H 1.162 -3.989 -1.957
H 1.229 -3.055 0.292
H -0.249 -2.796 -0.328
F -1.737 3.330 5.700
C -1.488 3.280 4.386
C -0.869 2.181 3.826
F -0.516 1.147 4.599
C -0.632 2.160 2.466
F -0.032 1.033 1.995
C -0.974 3.176 1.576
S -0.678 3.121 -0.159
C -1.592 4.264 2.199
F -1.977 5.328 1.476
C -1.849 4.325 3.557
F -2.455 5.397 4.080

Atomic forces in eV per Å
0.23 -0.35 -0.83
-0.07 -0.06 -0.20
0.16 -0.45 0.69
-0.21 0.26 -0.28
0.12 0.07 -0.07
0.12 0.04 0.17
-0.19 -0.33 0.19
0.05 0.07 -0.10
-0.02 -0.02 0.02
-0.03 0.01 0.05
0.03 -0.03 -0.05
0.04 0.05 0.01
-0.03 -0.03 0.00
-0.01 -0.02 -0.01
0.05 0.59 -0.67
-0.22 -0.32 0.18
0.13 -0.02 0.22
-0.02 0.11 -0.04
-0.04 0.01 -0.03
0.07 0.02 -0.01
-0.04 -0.02 -0.01
-0.03 -0.12 -0.07
-0.19 -0.17 0.02
0.00 -0.05 -0.02
-0.02 -0.01 0.01
0.03 0.01 -0.03
-0.02 0.01 -0.02
0.01 0.03 0.04
0.03 -0.01 -0.02
0.00 0.01 0.01
0.01 0.01 0.00
0.01 0.01 0.00
0.00 0.00 0.00
0.01 0.00 -0.01
-0.04 -0.02 0.05
0.01 0.02 -0.03
0.01 0.01 0.00
-0.01 0.00 -0.01
0.00 0.01 0.01
-0.55 -0.17 -0.41
0.04 0.05 -0.01
0.00 -0.09 -0.04
-0.08 0.13 -0.03
0.05 0.00 0.06
-0.03 -0.04 -0.05
-0.01 -0.04 -0.02
0.03 -0.02 0.05
0.03 -0.01 -0.01
0.01 -0.01 0.03
0.00 0.00 0.00
-0.03 -0.01 -0.01
0.04 0.01 -0.02
0.00 0.00 -0.03
-0.01 0.00 0.03
-0.02 0.01 0.03
-0.05 0.09 -0.06
0.02 -0.02 -0.03
0.04 -0.25 0.06
0.05 0.31 0.73
0.05 0.07 -0.48
-0.02 0.21 0.62
0.08 0.07 0.25
0.46 0.35 0.22
0.00 -0.01 -0.04
-0.01 0.02 -0.01